Below is a structure of composition C18H29Cl5N2O3Ti, with properties calculated with ωB97M-V/def2-TZVPD.

The geometry in XYZ format:
```
58
Properties=species:S:1:pos:R:3:mulliken_charge:R:1
Ti 0.171 0.320 0.541 -0.342
C -3.011 0.029 1.121 -1.345
N -2.133 1.129 0.690 0.922
C -2.399 2.244 1.621 -1.412
C -2.486 1.569 -0.672 -0.929
C -2.145 0.514 -1.696 -1.213
N -0.699 0.220 -1.706 1.196
C -0.495 -1.082 -2.365 -0.800
C -0.006 1.229 -2.538 -1.338
H -4.064 0.326 1.035 0.334
H -2.785 -0.204 2.157 0.378
H -2.851 -0.862 0.524 0.254
H -3.481 2.398 1.705 0.412
H -1.937 3.158 1.262 0.463
H -1.974 2.011 2.594 0.320
H -1.929 2.485 -0.871 0.322
H -3.558 1.806 -0.724 0.484
H -2.469 0.837 -2.693 0.369
H -2.676 -0.412 -1.477 0.436
H -0.845 -1.028 -3.403 0.449
H -1.044 -1.859 -1.847 0.206
H 0.560 -1.329 -2.354 -0.085
H -0.391 1.179 -3.563 0.403
H 1.059 1.015 -2.543 0.220
H -0.151 2.223 -2.132 0.425
Cl 3.143 -1.193 -2.617 -0.174
C 3.176 -0.385 -1.066 0.580
C 2.011 -0.081 -0.371 0.496
C 2.109 0.616 0.790 -0.113
Cl -0.105 -0.233 2.760 -0.490
C 3.305 1.006 1.372 0.004
Cl 3.346 1.868 2.864 -0.169
C 4.469 0.659 0.709 0.449
Cl 6.005 1.067 1.372 -0.195
C 4.403 -0.031 -0.526 -0.054
Cl 5.869 -0.424 -1.344 -0.199
C -1.874 -3.307 1.822 -1.441
C -1.319 -3.038 0.437 -0.654
O -0.172 -2.186 0.416 0.212
C 1.012 -2.855 0.895 -0.318
C 1.670 -3.668 -0.200 -1.181
H -2.818 -3.847 1.725 0.436
H -2.046 -2.380 2.364 0.196
H -1.205 -3.922 2.422 0.426
H -2.069 -2.544 -0.181 0.385
H -1.070 -3.977 -0.068 0.380
H 0.751 -3.468 1.759 0.432
H 1.682 -2.077 1.251 0.159
H 1.027 -4.472 -0.563 0.338
H 2.584 -4.125 0.184 0.417
H 1.936 -3.027 -1.039 0.181
C 1.027 4.603 -0.067 -0.879
O 0.671 3.242 -0.349 -0.189
C 0.427 2.465 0.752 0.545
O 0.434 2.965 1.851 -0.526
H 1.232 5.067 -1.029 0.250
H 1.910 4.641 0.569 0.255
H 0.214 5.124 0.439 0.313
```

M: 546.573 g/mol
energy relative to the best compared isomer or geometry (same formula, charge and spin): 5.87 kJ/mol
Kohn-Sham gap: 8.40 eV
HOMO: -8.37 eV

***

Below is a structure of composition C18H29F3MgN4O4PS3, with properties calculated with ωB97M-V/def2-TZVPD.

The geometry in XYZ format:
```
63
Properties=species:S:1:pos:R:3:mulliken_charge:R:1
Mg -1.386 -0.539 -2.056 0.903
F 3.187 -0.798 -6.594 -0.322
C 2.591 -0.332 -5.467 0.560
F 2.434 0.989 -5.649 -0.234
F 3.486 -0.496 -4.480 -0.230
C 1.295 -1.043 -5.205 -0.073
C 0.860 -2.015 -6.084 -0.149
C -0.343 -2.674 -5.867 -0.829
C -1.068 -2.322 -4.745 -0.382
N -0.653 -1.398 -3.888 -0.090
C 0.505 -0.723 -4.076 0.658
S 0.846 0.470 -2.881 -0.526
H 1.463 -2.256 -6.949 0.476
H -0.705 -3.430 -6.548 0.391
H -2.022 -2.779 -4.508 0.472
N -1.845 1.099 -0.712 -0.010
C -3.287 1.410 -0.624 -0.678
C -4.128 0.145 -0.478 -0.458
C -4.313 -0.638 -1.787 0.540
O -5.422 -1.072 -2.067 -0.733
O -3.252 -0.786 -2.506 -0.599
H -1.495 0.873 0.227 -0.656
H -1.332 1.927 -0.998 0.319
H -3.575 1.937 -1.536 0.420
H -3.481 2.078 0.220 0.417
H -5.118 0.397 -0.100 0.314
H -3.657 -0.511 0.263 0.198
C -0.659 -3.370 2.481 -0.833
N 0.121 -3.186 1.254 0.074
C 1.553 -3.467 1.306 -0.764
C -0.396 -2.577 0.229 0.502
N -0.848 -2.034 -0.688 -0.605
H -0.243 -2.740 3.267 0.175
H -0.618 -4.423 2.766 0.304
H -1.691 -3.083 2.296 0.310
H 1.985 -2.923 2.147 0.126
H 2.023 -3.134 0.384 0.314
H 1.712 -4.541 1.426 0.315
C -0.763 3.315 3.578 -1.162
C 0.090 2.837 4.741 0.539
C 1.373 3.640 4.885 -1.235
O 0.394 1.432 4.729 -0.527
P 0.741 0.472 3.485 0.867
S 1.688 -1.077 4.243 -0.603
S -0.882 0.082 2.405 -0.345
O 1.750 1.471 2.706 -0.346
C 2.350 1.332 1.406 0.262
C 2.477 -0.101 0.923 -1.047
C 1.582 2.187 0.413 -0.479
H -1.016 4.365 3.745 0.494
H -1.678 2.733 3.497 0.286
H -0.225 3.231 2.634 0.087
H -0.493 2.952 5.659 0.344
H 1.965 3.581 3.973 0.134
H 1.969 3.251 5.710 0.318
H 1.133 4.687 5.087 0.448
H 3.351 1.752 1.538 0.162
H 1.482 -0.535 0.801 -0.045
H 3.044 -0.707 1.628 0.343
H 2.970 -0.102 -0.051 0.511
H 0.612 1.731 0.226 -0.428
H 2.122 2.239 -0.534 0.500
H 1.440 3.197 0.800 0.305
```

M: 573.928 g/mol
energy relative to the best compared isomer or geometry (same formula, charge and spin): 0.00 kJ/mol
total charge: -1
Kohn-Sham gap: 7.47 eV
HOMO: -4.94 eV

***

Below is a structure of composition C18H29F3NO5P2PdS in a non-equilibrium geometry, with properties calculated with ωB97M-V/def2-TZVPD.

The geometry in XYZ format:
```
60
Properties=species:S:1:pos:R:3:mulliken_charge:R:1
C -0.848 3.849 -1.750 -1.002
C -1.020 2.534 -1.243 0.610
N -0.073 2.040 -0.352 0.655
C 0.754 2.864 0.282 0.566
C 0.744 4.234 0.001 -0.863
C -0.027 4.725 -1.055 -0.473
C -2.182 1.789 -1.509 -1.092
P -2.196 0.092 -0.906 1.206
Pd 0.013 -0.068 0.160 -1.340
P 2.081 0.552 1.008 1.094
C 1.646 2.261 1.354 -1.299
C 0.076 -2.254 0.188 1.047
C -1.038 -2.857 0.729 -0.182
C -1.052 -4.252 0.916 -0.764
C 0.034 -5.035 0.540 -0.570
C 1.134 -4.409 -0.032 -0.541
C 1.154 -3.019 -0.231 -0.250
O -0.442 0.929 -5.344 -0.627
O 0.077 -2.406 -4.154 -0.621
H -1.415 4.174 -2.616 0.476
H 1.438 4.847 0.569 0.476
H 0.050 5.786 -1.318 0.430
C -3.465 0.486 0.354 -1.424
C -2.918 -1.264 -1.938 -1.099
H 2.542 2.857 1.473 0.637
H 1.105 2.236 2.297 0.502
H -1.254 1.181 -4.856 0.305
H -2.840 2.146 -2.326 0.442
C 2.590 -0.234 2.506 -1.292
C 3.512 0.591 -0.099 -1.346
H -1.887 -2.248 1.044 0.449
H -1.926 -4.714 1.367 0.464
H 0.009 -6.115 0.687 0.423
H 1.977 -5.008 -0.345 0.452
H 1.991 -2.529 -0.715 0.417
H 1.071 -0.573 -1.019 0.666
H 1.000 -2.756 -3.870 0.321
H 0.206 -1.424 -4.058 0.303
H 0.302 1.560 -5.191 0.318
H 1.619 -0.055 -1.056 -0.411
H -4.367 0.779 -0.208 0.510
H -3.675 -0.320 1.064 0.329
H -3.080 1.355 0.908 0.371
H -3.786 -0.861 -2.487 0.440
H -2.140 -1.656 -2.618 0.308
H -3.252 -2.064 -1.254 0.318
H 4.327 1.078 0.451 0.471
H 3.835 -0.427 -0.360 0.349
H 3.311 1.159 -1.018 0.432
H 3.637 0.016 2.698 0.496
H 1.951 0.139 3.309 0.419
H 2.474 -1.316 2.416 0.281
F -0.681 -1.559 5.577 -0.224
C -0.882 -1.533 4.240 0.639
F 0.223 -2.064 3.633 -0.206
F -1.930 -2.338 3.925 -0.224
S -1.191 0.174 3.529 1.079
O -2.454 0.579 4.089 -0.660
O 0.004 0.934 3.863 -0.784
O -1.311 -0.183 2.075 -0.406
```

M: 596.861 g/mol
energy relative to the best compared isomer or geometry (same formula, charge and spin): 140.83 kJ/mol
total charge: +1
Kohn-Sham gap (alpha / beta): 6.88 / 5.44 eV
multiplicity: 5
HOMO (alpha / beta): -9.67 / -12.22 eV

***

Below is a structure of composition C18H29IrN7OSSb, with properties calculated with ωB97M-V/def2-TZVPD.

The geometry in XYZ format:
```
58
Properties=species:S:1:pos:R:3:mulliken_charge:R:1
Ir -0.432 -0.377 0.166 2.801
N -1.165 3.712 -1.728 -0.368
C -0.675 2.580 -1.210 0.711
S -1.843 1.365 -0.700 -0.532
N 0.613 2.459 -1.082 -1.439
N 0.979 1.286 -0.517 0.450
C 2.232 1.094 -0.357 -0.491
C 2.669 -0.123 0.324 0.671
C 3.999 -0.487 0.407 -0.782
C 4.329 -1.660 1.070 -0.400
C 3.319 -2.422 1.636 -0.900
C 2.011 -1.988 1.513 -0.056
N 1.694 -0.861 0.875 0.018
H -2.152 3.846 -1.854 0.193
H -0.524 4.424 -2.039 0.254
H 2.945 1.840 -0.692 0.439
H 4.758 0.139 -0.044 0.492
H 5.362 -1.974 1.144 0.453
H 3.535 -3.337 2.168 0.448
H 1.192 -2.550 1.944 0.442
C 1.045 1.268 4.370 -1.173
C 0.030 0.128 4.447 -0.749
Sb -1.273 0.109 2.762 -0.732
C -2.776 -1.322 3.294 -0.584
C -2.999 -1.457 4.801 -1.205
C -2.219 2.013 2.917 -0.669
C -2.858 2.265 4.282 -1.124
H 1.657 1.285 5.273 0.390
H 0.560 2.242 4.290 0.323
H 1.719 1.155 3.518 0.232
H -0.635 0.223 5.306 0.510
H 0.509 -0.849 4.502 0.530
H -2.454 -2.268 2.856 0.387
H -3.682 -1.011 2.769 0.428
H -2.096 -1.785 5.317 0.316
H -3.771 -2.202 4.998 0.415
H -3.325 -0.521 5.256 0.246
H -2.940 2.055 2.102 0.486
H -1.435 2.737 2.690 0.425
H -3.696 1.594 4.469 0.287
H -3.244 3.285 4.325 0.409
H -2.146 2.157 5.102 0.298
C -0.585 -5.033 -1.643 -0.905
N -1.605 -4.057 -1.219 0.107
C -2.939 -4.342 -1.267 -0.038
C -3.880 -3.441 -0.919 -1.150
C -3.432 -2.150 -0.523 0.989
N -2.122 -1.893 -0.451 -0.280
C -1.210 -2.826 -0.795 0.380
O -0.001 -2.510 -0.691 -0.800
N -4.287 -1.179 -0.207 -0.245
H -1.054 -6.010 -1.711 0.321
H 0.217 -5.060 -0.913 0.324
H -0.179 -4.749 -2.611 0.328
H -3.196 -5.338 -1.602 0.389
H -4.930 -3.688 -0.966 0.407
H -5.278 -1.318 -0.311 0.256
H -3.952 -0.238 -0.075 0.068
```

M: 705.522 g/mol
energy relative to the best compared isomer or geometry (same formula, charge and spin): 0.00 kJ/mol
total charge: +2
Kohn-Sham gap (alpha / beta): 7.16 / 6.11 eV
multiplicity: 5
HOMO (alpha / beta): -13.06 / -14.01 eV

***

Copy entry 4 word for word.
Below is a structure of composition C18H29IrN7OSSb, with properties calculated with ωB97M-V/def2-TZVPD.

The geometry in XYZ format:
```
58
Properties=species:S:1:pos:R:3:mulliken_charge:R:1
Ir -0.432 -0.377 0.166 2.801
N -1.165 3.712 -1.728 -0.368
C -0.675 2.580 -1.210 0.711
S -1.843 1.365 -0.700 -0.532
N 0.613 2.459 -1.082 -1.439
N 0.979 1.286 -0.517 0.450
C 2.232 1.094 -0.357 -0.491
C 2.669 -0.123 0.324 0.671
C 3.999 -0.487 0.407 -0.782
C 4.329 -1.660 1.070 -0.400
C 3.319 -2.422 1.636 -0.900
C 2.011 -1.988 1.513 -0.056
N 1.694 -0.861 0.875 0.018
H -2.152 3.846 -1.854 0.193
H -0.524 4.424 -2.039 0.254
H 2.945 1.840 -0.692 0.439
H 4.758 0.139 -0.044 0.492
H 5.362 -1.974 1.144 0.453
H 3.535 -3.337 2.168 0.448
H 1.192 -2.550 1.944 0.442
C 1.045 1.268 4.370 -1.173
C 0.030 0.128 4.447 -0.749
Sb -1.273 0.109 2.762 -0.732
C -2.776 -1.322 3.294 -0.584
C -2.999 -1.457 4.801 -1.205
C -2.219 2.013 2.917 -0.669
C -2.858 2.265 4.282 -1.124
H 1.657 1.285 5.273 0.390
H 0.560 2.242 4.290 0.323
H 1.719 1.155 3.518 0.232
H -0.635 0.223 5.306 0.510
H 0.509 -0.849 4.502 0.530
H -2.454 -2.268 2.856 0.387
H -3.682 -1.011 2.769 0.428
H -2.096 -1.785 5.317 0.316
H -3.771 -2.202 4.998 0.415
H -3.325 -0.521 5.256 0.246
H -2.940 2.055 2.102 0.486
H -1.435 2.737 2.690 0.425
H -3.696 1.594 4.469 0.287
H -3.244 3.285 4.325 0.409
H -2.146 2.157 5.102 0.298
C -0.585 -5.033 -1.643 -0.905
N -1.605 -4.057 -1.219 0.107
C -2.939 -4.342 -1.267 -0.038
C -3.880 -3.441 -0.919 -1.150
C -3.432 -2.150 -0.523 0.989
N -2.122 -1.893 -0.451 -0.280
C -1.210 -2.826 -0.795 0.380
O -0.001 -2.510 -0.691 -0.800
N -4.287 -1.179 -0.207 -0.245
H -1.054 -6.010 -1.711 0.321
H 0.217 -5.060 -0.913 0.324
H -0.179 -4.749 -2.611 0.328
H -3.196 -5.338 -1.602 0.389
H -4.930 -3.688 -0.966 0.407
H -5.278 -1.318 -0.311 0.256
H -3.952 -0.238 -0.075 0.068
```

M: 705.522 g/mol
energy relative to the best compared isomer or geometry (same formula, charge and spin): 0.00 kJ/mol
total charge: +2
Kohn-Sham gap (alpha / beta): 7.16 / 6.11 eV
multiplicity: 5
HOMO (alpha / beta): -13.06 / -14.01 eV

***

Please write out number 1 again, unchanged.
Below is a structure of composition C18H29Cl5N2O3Ti, with properties calculated with ωB97M-V/def2-TZVPD.

The geometry in XYZ format:
```
58
Properties=species:S:1:pos:R:3:mulliken_charge:R:1
Ti 0.171 0.320 0.541 -0.342
C -3.011 0.029 1.121 -1.345
N -2.133 1.129 0.690 0.922
C -2.399 2.244 1.621 -1.412
C -2.486 1.569 -0.672 -0.929
C -2.145 0.514 -1.696 -1.213
N -0.699 0.220 -1.706 1.196
C -0.495 -1.082 -2.365 -0.800
C -0.006 1.229 -2.538 -1.338
H -4.064 0.326 1.035 0.334
H -2.785 -0.204 2.157 0.378
H -2.851 -0.862 0.524 0.254
H -3.481 2.398 1.705 0.412
H -1.937 3.158 1.262 0.463
H -1.974 2.011 2.594 0.320
H -1.929 2.485 -0.871 0.322
H -3.558 1.806 -0.724 0.484
H -2.469 0.837 -2.693 0.369
H -2.676 -0.412 -1.477 0.436
H -0.845 -1.028 -3.403 0.449
H -1.044 -1.859 -1.847 0.206
H 0.560 -1.329 -2.354 -0.085
H -0.391 1.179 -3.563 0.403
H 1.059 1.015 -2.543 0.220
H -0.151 2.223 -2.132 0.425
Cl 3.143 -1.193 -2.617 -0.174
C 3.176 -0.385 -1.066 0.580
C 2.011 -0.081 -0.371 0.496
C 2.109 0.616 0.790 -0.113
Cl -0.105 -0.233 2.760 -0.490
C 3.305 1.006 1.372 0.004
Cl 3.346 1.868 2.864 -0.169
C 4.469 0.659 0.709 0.449
Cl 6.005 1.067 1.372 -0.195
C 4.403 -0.031 -0.526 -0.054
Cl 5.869 -0.424 -1.344 -0.199
C -1.874 -3.307 1.822 -1.441
C -1.319 -3.038 0.437 -0.654
O -0.172 -2.186 0.416 0.212
C 1.012 -2.855 0.895 -0.318
C 1.670 -3.668 -0.200 -1.181
H -2.818 -3.847 1.725 0.436
H -2.046 -2.380 2.364 0.196
H -1.205 -3.922 2.422 0.426
H -2.069 -2.544 -0.181 0.385
H -1.070 -3.977 -0.068 0.380
H 0.751 -3.468 1.759 0.432
H 1.682 -2.077 1.251 0.159
H 1.027 -4.472 -0.563 0.338
H 2.584 -4.125 0.184 0.417
H 1.936 -3.027 -1.039 0.181
C 1.027 4.603 -0.067 -0.879
O 0.671 3.242 -0.349 -0.189
C 0.427 2.465 0.752 0.545
O 0.434 2.965 1.851 -0.526
H 1.232 5.067 -1.029 0.250
H 1.910 4.641 0.569 0.255
H 0.214 5.124 0.439 0.313
```

M: 546.573 g/mol
energy relative to the best compared isomer or geometry (same formula, charge and spin): 5.87 kJ/mol
Kohn-Sham gap: 8.40 eV
HOMO: -8.37 eV

***

What is the energy relative to the best compared isomer or geometry (same formula, charge and spin) in the first record?
5.87 kJ/mol